C33H34I2N5O9P as an isolated structure at a distorted geometry, computed with the ωB97M-V functional and the def2-TZVPD basis.

## Properties
Energy = -3165.08815 Eh
HOMO level = -0.2901 Ha
Charge = 0
Lowest unoccupied orbital energy = -0.8292 eV
Largest force on an atom = 4.42 eV/Å
2S+1 = 1
Gap between HOMO and LUMO = 7.066 eV

Cartesian coordinates (Å):
C -1.39462 -3.26389 -3.19105
H -0.18371 4.06169 0.80597
H -2.87532 -0.22666 -4.31702
C -6.85022 3.25239 -8.23415
C 4.16028 0.38985 4.73881
I -6.29218 0.21323 -8.12538
H -5.15616 1.52384 -5.71531
O -1.97365 -4.86252 1.19597
H -4.51066 0.32966 -3.70963
H -0.54282 3.02505 -1.40070
C 4.29842 1.48901 5.58312
H 5.17872 -1.15065 3.60907
C 5.57176 1.91488 5.94500
H 6.85731 -5.35984 7.76224
C -0.00150 2.47892 -0.63520
O 8.09500 -1.78873 6.75428
C 1.18758 0.50396 0.11534
H -2.36926 -6.51598 -3.26820
H 3.43261 2.02043 5.96191
O 0.74307 -0.54105 -2.36337
O -7.87002 2.54085 -4.55054
H 3.65807 -3.87521 10.18837
H -0.96157 1.56040 -5.67699
H -6.06102 5.38427 -8.18084
N 0.30879 0.58959 -2.19017
H -1.13709 -2.44940 -3.85962
O -0.27154 1.24500 -3.04311
C -1.70069 -4.12073 -0.96749
H -6.98140 4.93560 -6.66072
H -3.90007 3.96143 -6.42223
C -1.36452 -3.06828 -1.81497
C 5.27876 -0.29085 4.26180
C 4.84358 -2.37929 9.20057
H 1.57475 -0.49288 -0.06291
P -2.80755 2.23852 -4.00878
O -1.40631 -2.79855 0.89515
C 6.30082 -4.51943 8.16116
C 0.89502 2.37936 1.59955
C 5.92332 -2.13378 8.35966
C -6.63658 2.65494 -4.65148
C 1.38593 1.10016 1.35535
N 7.79990 -2.95259 6.98019
H 1.92481 0.57048 2.13353
H -2.31414 -6.19164 -0.82663
C -6.95556 4.77289 -7.78364
C 0.49902 1.20141 -0.87531
C 6.54790 0.14389 4.62668
I -7.60630 2.79210 -10.24326
C -2.05681 -5.36613 -1.48040
H -7.87932 5.24638 -8.27741
C -5.68793 2.52701 -5.92838
N -1.69154 -3.91197 0.48221
H -2.70839 1.66215 -6.44089
H 4.27355 -1.55067 9.60658
N 2.82232 -0.04888 4.33725
C -4.30894 3.39791 -4.13318
H -1.82792 3.21679 -6.06105
H 6.18555 -1.11002 8.11638
N -5.63405 2.94363 -3.57522
H 1.05649 2.84391 2.56745
C 4.49688 -3.68730 9.52538
H 4.94582 -5.77291 9.26034
C 6.69329 1.24571 5.46389
C -3.39171 0.48923 -3.57757
C -1.75938 -4.50220 -3.71060
H 7.68604 1.58533 5.74223
C 6.64879 -3.20733 7.84842
C 5.22137 -4.75539 9.00508
H 7.42542 -0.37458 4.25627
H -5.20245 4.78797 -5.53659
H -3.02205 0.26036 -2.52372
H -3.98286 4.38583 -3.67336
H 5.69099 2.77145 6.59968
O 1.86219 0.59368 4.74961
C -6.29901 2.28249 -7.37322
O 2.73885 -1.03349 3.60765
H -5.62622 2.06413 -3.04176
C -1.94421 2.12449 -5.71185
C -4.70817 3.75096 -5.65367
H -1.78940 -4.64954 -4.78581
O 8.40138 -3.91692 6.53402
H -1.08159 -2.09787 -1.42356
C 0.19913 3.06621 0.60872
C -2.08706 -5.55229 -2.85795

Forces on atoms 1 to 3 (eV/Å):
-0.09 -0.21 0.07
0.02 -0.11 -0.07
-0.73 0.98 1.18

---

A 6-piece molecular cluster, C16H32FNO10S2 overall at a distorted geometry, computed with the ωB97M-V functional and the def2-TZVPD basis.

## Properties
Energy = -2331.97743 Eh
HOMO level = -0.3145 Ha
Charge = 0
Lowest unoccupied orbital energy = -0.4202 eV
Largest force on an atom = 11.34 eV/Å
2S+1 = 1
Gap between HOMO and LUMO = 8.136 eV
Energy relative to the best compared isomer or geometry (same formula, charge and spin) = 5.3 kcal per mole

Cartesian coordinates (Å):
H 13.49563 -1.08050 38.71295
H 16.83271 -4.10667 42.29698
C 13.87291 -1.01648 39.69894
C 13.36060 -0.03070 40.74059
H 24.15892 -0.91413 44.43551
O 18.54098 -6.59970 41.30836
S 20.13132 -2.65629 39.23916
C 20.62058 -1.59390 37.99960
H 13.74267 -0.48243 41.69254
H 19.34053 -5.01368 42.19603
O 21.16947 -3.61258 39.60489
H 13.55646 1.65918 39.17863
H 17.41030 -6.02781 43.86817
H 19.69038 -1.08296 35.97756
O 16.42667 -1.10419 40.47775
C 17.01500 -4.85925 41.60498
H 18.40311 -0.76465 43.64189
H 19.53907 -4.41895 38.54215
H 21.19232 -2.34412 42.54711
C 21.83009 -1.37420 42.80971
S 15.61532 -0.51058 39.44691
O 21.39126 -0.27770 41.90194
N 18.13244 -0.71606 42.64252
H 18.03414 -3.53808 38.67328
C 18.90455 -7.64101 42.11972
H 18.02552 -1.65186 42.31718
H 12.22961 -0.09548 40.93640
O 23.58386 -0.13511 41.82887
C 22.45127 0.47699 41.46566
H 18.84037 -0.20266 42.04640
H 23.38719 -2.14108 41.85769
H 18.95806 -5.19968 44.02121
F 19.37325 -2.75582 44.30101
H 15.87318 1.70575 39.23571
H 13.85864 1.96851 40.83085
C 24.38757 -1.52729 43.65344
O 18.82490 -7.33805 43.30399
H 17.07131 -4.69673 40.54041
H 21.54905 -1.08213 43.71273
C 23.28366 -1.33468 42.54078
H 17.22043 -0.07162 42.79933
C 18.90144 -3.01139 36.87839
H 18.68757 -0.73860 37.39044
C 13.98047 1.33053 40.20953
H 21.40338 -2.21168 37.70206
H 25.39562 -1.35717 43.08207
H 24.71418 -2.66690 43.93481
O 19.32760 -8.68291 41.67631
O 19.47047 -1.87250 40.31503
H 19.51980 -3.63340 36.28693
O 15.99560 -0.59214 38.08736
H 20.91953 -0.61613 38.37323
C 19.44123 -1.50501 36.97047
H 16.16891 -5.69184 41.63181
H 17.84895 -2.87593 36.45133
O 22.30803 1.52026 40.80885
H 16.10493 1.10222 40.77681
C 19.00257 -3.52737 38.34407
C 18.32090 -6.03630 43.52437
H 13.81617 -2.00423 39.99174
C 18.33677 -5.46962 42.07284
C 15.43030 1.10800 39.89274

Forces on atoms 1 to 3 (eV/Å):
-0.97 0.90 -1.10
-0.99 1.98 0.52
0.98 0.92 -0.19

---

A 7-piece molecular cluster, C25H42N9O3S2 overall at a distorted geometry, computed with the ωB97M-V functional and the def2-TZVPD basis.

## Properties
Energy = -2492.63228 Eh
HOMO level = -0.1512 Ha
Charge = -1
Lowest unoccupied orbital energy = 1.6932 eV
Largest force on an atom = 1.66 eV/Å
2S+1 = 1
Gap between HOMO and LUMO = 5.807 eV

Cartesian coordinates (Å):
N 0.17723 6.75839 3.08913
H 5.79385 -3.65272 -0.09456
H -3.25853 6.48593 3.43079
H -0.53654 -5.23882 4.47470
H 1.03084 6.63872 0.05414
C 4.91901 -4.29188 0.04428
H 3.28035 -3.34011 1.04083
H 2.23971 7.95853 3.25451
N -4.39457 5.41051 0.69465
C -2.84784 -2.08429 0.30819
C -4.83056 -2.96828 -0.75063
H -3.26903 -6.17813 -0.71303
N 3.59944 -2.79156 -1.39965
H -1.49892 -4.14478 3.46479
H -5.80356 -3.28435 -0.36109
H -2.15465 5.20471 2.90537
H 1.21470 0.04827 -0.05630
C -3.20073 5.48153 3.01715
H -3.30311 1.55423 -1.41068
N -0.93747 3.65663 -1.35745
H -1.17137 -5.80148 2.91722
S -3.00041 -0.73540 1.24061
H 4.12533 -2.49077 -2.21400
C 3.99396 -4.18599 -1.18003
H 1.30839 -0.86249 -2.62246
C -4.49607 -3.91344 -1.92962
H 1.03642 -1.70212 0.26960
H -4.31148 -4.96968 0.93600
C -0.57575 -0.77611 -0.87883
C 1.79130 -1.20056 -1.70969
H -0.73567 6.79623 0.07294
H -2.72459 -4.47257 1.39837
H -1.00656 0.02291 -0.28378
H 1.52809 -3.30041 -1.20135
H 2.70898 -0.61998 -1.64386
C -3.43737 -4.40979 0.58537
C 0.11388 6.28520 0.52179
H 1.69756 9.55339 3.79172
H 0.65856 3.88493 -3.15954
H 4.52641 -4.61974 -2.02898
H 5.27657 -5.32122 0.13568
H -0.32211 4.89370 -4.23321
N -3.89540 -3.04800 0.36596
C 2.51173 8.83337 3.83396
H 0.18205 3.27386 -4.75152
H 5.18517 -3.80368 3.07695
N 4.92412 -3.18344 2.32340
H -1.84217 -5.19800 -0.61350
C 0.91604 -0.91423 -0.46808
H 3.80350 -4.85027 1.79125
O -3.20530 -4.45761 -1.88281
H 0.01439 5.21549 0.34765
C 2.18275 -2.68360 -1.81381
C 4.13414 -3.93174 1.31882
H -3.88377 3.01297 -2.23904
C 0.48060 4.16013 -4.19468
C -1.98982 3.19155 -1.36411
S -1.44253 -2.35350 -0.69157
H 5.79650 -2.85667 1.92954
C -3.33979 2.64231 -1.37271
H -5.25590 -4.69574 -2.03899
C 0.45481 -4.48446 2.78840
C 2.07969 -3.16466 -3.28467
C -2.92790 -5.13737 -0.68527
H -4.95864 -1.93244 -1.04436
N 2.65156 5.16998 -5.23813
H -4.53876 -3.32328 -2.84283
H -0.65044 -0.50879 -1.92873
H -3.68321 4.78480 3.69942
N 1.41521 -4.12102 2.26887
C -0.76174 -4.94576 3.45126
O 2.35108 -2.33270 -4.19098
H 3.13056 -4.81444 -0.97163
C 1.69526 4.72523 -4.77874
H 2.67134 8.53669 4.86833
C 3.73231 9.43269 3.29731
O 1.74607 -4.36522 -3.46435
C -3.86916 5.44184 1.71801
N 4.69244 9.90424 2.87403
H -3.85967 2.95053 -0.46810
C 0.14918 6.55379 1.95633

Forces on atoms 1 to 3 (eV/Å):
-0.13 -0.10 -0.38
-0.02 0.16 0.04
0.04 0.01 0.00

---

C23H41Br12O5P as an isolated structure at a distorted geometry, computed with the ωB97M-V functional and the def2-TZVPD basis.

## Properties
Energy = -32506.75404 Eh
HOMO level = -0.3684 Ha
Charge = 0
Lowest unoccupied orbital energy = -0.3051 eV
Largest force on an atom = 1.19 eV/Å
2S+1 = 1
Gap between HOMO and LUMO = 9.718 eV
Energy relative to the best compared isomer or geometry (same formula, charge and spin) = 0.0 kcal per mole

Cartesian coordinates (Å):
C -5.80587 6.41223 -9.81246
C 5.96816 -3.05321 6.19988
O 7.06704 0.17888 6.54853
C 3.66607 -3.05344 4.92908
H -2.51889 -2.24118 0.62471
C -2.43293 -1.20074 0.95413
Br -6.32795 8.16220 -9.20906
C -3.85830 -0.09472 -0.87508
O 9.05627 -2.24431 5.18921
Br -6.29413 3.84626 -0.96612
C -5.11633 0.61588 -3.00477
C -2.45085 -0.30671 -0.29027
H 9.68325 -3.81379 3.24066
H -5.85964 0.02939 -5.45221
H -5.40354 1.45351 -7.67727
C 5.43005 -1.05354 5.17254
H 4.29216 -1.93663 6.67732
C 6.69621 -3.74666 5.02334
H 6.32561 -3.44258 4.04190
Br -2.77966 4.65052 -6.57807
H 4.01476 -4.06904 4.72184
C 4.72220 -2.28692 5.73291
H -4.12169 0.46318 -6.97051
H -5.82791 -0.16187 -3.29883
H -3.94696 6.77816 -6.12337
H 7.12794 1.42317 1.88251
H 1.56478 -1.04397 3.79318
Br 8.32716 -0.67415 2.38569
C 3.20860 -2.40722 3.60555
Br -3.81654 5.87051 -3.82425
Br -5.86155 5.22204 -6.17415
H -4.22854 0.87400 -0.52772
C -0.43992 -2.39606 2.12093
H 1.14217 -2.66895 4.27953
C 6.49282 -0.83217 6.24155
H -3.77032 1.49140 -4.47312
H -3.31655 -1.00366 1.56638
H 9.96043 -4.59136 6.08296
H 3.75525 -1.48813 3.40127
H -0.44091 -0.40406 1.27896
H -3.80939 -1.08922 -2.78397
Br -8.41102 2.20129 -2.67577
Br -8.82925 5.31829 -2.19124
H -5.96284 5.73205 -8.98808
H 4.82795 -0.17107 4.97082
Br -3.93443 6.34757 -10.24589
C 1.69790 -2.10047 3.53033
H -0.73524 -3.16385 1.40362
H 6.00299 -1.25653 4.25964
O 6.71092 -2.03457 6.87214
C 1.09884 -2.30807 2.13528
H -4.15233 2.20400 -6.68710
H -6.99325 4.11724 -3.31690
H -5.62639 1.18905 -2.23497
H 3.44137 -3.08549 2.77871
C -4.77979 1.31645 -6.79268
C 7.18946 0.48038 1.35898
H 2.79175 -3.18022 5.57039
H 5.69768 -3.83075 6.91363
H -5.12391 2.53571 -4.00329
O 9.00795 -4.70094 5.96874
C -3.86645 -0.06383 -2.40872
C -1.14563 -1.06590 1.79061
H -4.52873 -0.87847 -0.51447
O 8.79268 -4.11010 3.46986
Br -6.89918 5.80975 -11.27275
H -6.54868 1.63406 -5.59519
C -5.60386 1.09067 -5.51177
P 8.47263 -3.57838 4.95835
C -7.55179 3.90092 -2.42079
H 1.42184 -1.48470 1.49114
H 6.48166 -4.81577 5.10800
H -2.97855 0.47835 -2.74767
C -4.83729 1.50607 -4.23769
Br 7.91474 0.84107 -0.38588
Br 5.39824 -0.22072 1.23483
H -0.76200 -2.72191 3.11275
H -1.79708 -0.75098 -1.04725
H 1.52606 -3.22267 1.71291
H -1.39219 -0.56842 2.73245
C -4.06997 5.78187 -5.72353
H -2.01741 0.66201 -0.02486

Forces on atoms 1 to 3 (eV/Å):
-0.01 -0.01 0.00
-0.64 -0.24 -0.25
-0.57 -1.02 -0.20

---

A 2-piece molecular cluster, C3H2N3PS overall at a distorted geometry, computed with the ωB97M-V functional and the def2-TZVPD basis.

## Properties
Structure (SMILES) = SC1=NN=P#C1.C#N
Energy = -1019.10080 Eh
HOMO level (spin up / spin down) = -0.3282 / -0.3282 Ha
Charge = 0
Lowest unoccupied orbital energy (spin up / spin down) = -1.9813 / -1.9829 eV
Largest force on an atom = 2.70 eV/Å
2S+1 = 1
Gap between HOMO and LUMO (spin up / spin down) = 6.949 / 6.947 eV
Energy relative to the best compared isomer or geometry (same formula, charge and spin) = 100.3 kcal per mole

Cartesian coordinates (Å):
C 0.84316 -0.63676 1.43784
H -1.91222 -1.15661 -2.34743
N 0.78291 0.48018 1.58568
C -1.17780 0.72922 -1.05176
S -1.11682 -1.01358 -1.15234
C -0.87765 1.55318 0.03929
H 1.04599 -1.65684 1.58338
P -0.93005 3.26633 -0.18319
N -1.55447 2.80769 -1.64938
N -1.59797 1.43979 -2.03521

Forces on atoms 1 to 3 (eV/Å):
0.52 -1.68 0.55
1.18 0.50 1.75
-0.71 2.58 -0.36